Record 1
Below is a structure of composition C19H24AsI2N5O6PSTc, with properties calculated with wB97M-V/def2-TZVPD.

As for the net charge: +3. The calculation puts the HOMO-LUMO gap (alpha / beta) at 0.31901 / 0.28188 Ha. Its multiplicity is 4. The energy above the lowest of the compared OMol25 structures with the same formula, charge and spin is 1.63 kcal per mole.

Cartesian coordinates (Å):
H (3.1399, 0.0246, 2.3681)
P (0.9882, -1.0623, 2.0482)
N (-2.5723, 2.6637, -0.3657)
C (0.7278, -2.7571, 1.3901)
C (0.7575, -1.3590, 3.8267)
H (-0.7626, 0.2097, -6.9435)
C (-0.8126, 0.0945, -4.8069)
H (1.0081, -0.4721, 4.4112)
C (1.3415, -3.7193, 3.6151)
N (-5.8304, 6.1359, -2.7979)
H (-1.7982, 0.5317, -4.7153)
C (-0.1090, -0.3188, -3.6932)
H (-4.2770, 1.6784, 0.2864)
C (-5.1318, 5.3902, -2.2753)
O (2.4825, 0.0814, -1.3995)
H (0.9635, -2.7961, 0.3265)
N (3.3794, -2.0621, 2.5401)
C (-2.8754, 4.6072, -1.7117)
Tc (-1.2394, 1.3403, 0.5883)
H (3.3141, -1.1841, 4.4446)
H (1.5015, -4.6516, 1.7241)
O (0.1136, -0.0465, 1.3589)
H (1.9597, -4.5059, 4.0461)
As (1.8311, -1.3739, -2.0996)
H (-0.8687, 3.6074, 4.0724)
C (-4.7805, 3.3860, -0.9029)
O (0.1737, -1.2286, -1.3446)
H (3.2719, -3.2390, 0.8114)
H (1.4436, -0.8566, -7.1603)
I (-2.1600, 5.2009, 2.3549)
H (-2.5772, 3.7922, 4.5889)
C (-0.2277, -0.0995, -6.0558)
C (-4.2582, 4.4560, -1.6249)
H (0.2883, -3.9684, 3.7392)
N (1.6374, -3.7104, 2.1043)
H (3.0686, -0.8455, 0.8338)
O (-0.4753, 1.1014, -1.4700)
C (1.7218, -1.1317, -5.0552)
N (1.6653, -2.4580, 4.1874)
H (-0.3101, -3.0613, 1.5402)
H (-0.9926, 3.7695, -1.1245)
C (2.7863, -0.8886, 1.8863)
H (-0.2777, -1.6252, 4.0514)
O (2.4805, -2.7117, -1.4926)
C (-3.9069, 2.5176, -0.2872)
S (-0.7717, -0.2115, -2.0698)
H (-2.4392, 5.4256, -2.2664)
H (3.3013, 0.3980, -1.8104)
I (-2.3961, 1.6820, 3.0198)
H (2.6811, -1.6203, -5.1618)
O (-2.1202, -0.6424, -1.9931)
H (-5.8476, 3.2366, -0.8209)
H (3.6907, -2.9092, 4.4242)
C (-1.9012, 3.6580, 3.7514)
C (3.0760, -2.1333, 3.9684)
H (3.7166, -4.0979, 2.3221)
C (1.1455, -0.9308, -3.8173)
C (3.1169, -3.2986, 1.8888)
C (1.0165, -0.7021, -6.1786)
C (-2.0707, 3.6906, -1.0746)

Charges computed using Mulliken, reported in e: 0.43 0.36 0.35 -0.72 -0.73 0.44 -0.63 0.40 -0.76 -0.30 0.52 0.49 0.50 -0.42 -0.53 0.37 0.17 -0.40 0.89 0.36 0.38 -0.19 0.37 1.12 0.43 -0.48 -0.37 0.42 0.45 0.21 0.44 -0.71 0.83 0.38 -0.01 0.28 -0.60 -0.84 0.16 0.48 0.55 -0.52 0.45 -0.67 -0.58 1.47 0.55 0.33 0.20 0.51 -0.66 0.54 0.34 -0.91 -0.83 0.36 0.29 -0.77 -0.57 -0.62

=====

Record 2
Below is a cluster of 2 separate species, C16H21Cl4N2O2P in total, with properties calculated with wB97M-V/def2-TZVPD.

As for the net charge: 0. The calculation puts the HOMO-LUMO gap at 0.13223 Ha. The energy above the lowest of the compared OMol25 structures with the same formula, charge and spin is 15.25 kcal per mole.

Cartesian coordinates (Å):
H (2.5390, -2.4385, -1.8712)
H (-3.4760, -2.4694, 0.9224)
O (2.2369, -0.6477, 1.6970)
C (3.3129, 1.2048, 2.7945)
C (-3.4203, -1.4073, 1.1540)
H (2.1550, 0.9982, -0.8583)
C (-3.0975, 0.8747, 0.4791)
H (1.1523, 1.6567, -2.1785)
Cl (4.6345, 3.4467, 3.5100)
H (-4.3981, -1.1267, 1.5548)
Cl (4.8177, 0.4097, 2.6100)
Cl (-0.3160, -0.2375, 3.3545)
H (-4.0925, 1.1285, 0.8822)
C (1.3718, -0.7656, -3.7751)
H (0.8913, -2.8514, -0.7391)
C (2.1445, 0.4115, 2.3095)
C (2.6663, -1.3759, -1.6591)
Cl (-0.7437, 3.2405, 2.9071)
H (3.6084, -1.0751, -2.1338)
H (-1.4997, -2.8160, 0.4331)
H (1.1672, -1.8344, -3.9220)
H (0.5319, -0.1749, -4.1751)
C (0.7108, 2.3962, 3.1150)
C (-4.1700, -0.7172, -1.1820)
C (0.0715, -2.1477, -0.9474)
N (0.2543, -0.9784, -1.6726)
C (1.5505, -0.5489, -2.2702)
H (-2.6649, -1.2470, 1.9361)
C (1.9190, 0.9097, -1.9347)
H (2.7267, -1.2183, -0.5699)
H (-2.3815, 0.9576, 1.3099)
H (-5.1850, -0.4905, -0.8498)
H (-3.9513, -0.0843, -2.0520)
H (-2.8310, 1.6451, -0.2479)
C (0.7621, 1.0280, 2.6079)
O (1.9033, 4.4315, 2.9645)
P (-1.2253, -0.2222, -2.0951)
C (-1.1660, -2.1224, -0.3426)
C (1.9083, 3.2121, 3.1582)
C (-3.1428, -0.5555, -0.0680)
H (2.8396, 1.1639, -2.5024)
N (-1.8571, -0.9646, -0.6782)
H (0.4093, 1.1929, 1.6226)
C (3.2226, 2.4972, 3.2378)
H (-4.1685, -1.7656, -1.4972)
H (2.2794, -0.5227, -4.3380)

Charges computed using Mulliken, reported in e: 0.46 0.47 -0.66 0.12 -1.76 0.29 -1.57 0.38 -0.13 0.46 -0.19 -0.26 0.43 -1.62 0.34 -0.18 -1.76 -0.21 0.45 0.34 0.39 0.42 -0.31 -1.71 -0.32 0.60 1.08 0.30 -1.48 0.41 0.36 0.40 0.44 0.36 1.08 -0.75 -0.14 -0.16 0.12 1.29 0.43 0.61 0.09 0.29 0.41 0.40

=====

Record 3
Below is a cluster of 3 separate species, C4H8O5 in total, with properties calculated with wB97M-V/def2-TZVPD.

As for the net charge: -2. The calculation puts the HOMO-LUMO gap (alpha / beta) at 0.25773 / 0.25718 Ha.

Cartesian coordinates (Å):
H (-2.6570, 2.4182, 3.9398)
H (-1.6706, 2.8056, 6.1793)
H (-0.4567, 3.1000, 4.9247)
O (-1.4819, -0.3449, 1.3207)
O (-3.6259, 4.3594, 8.4844)
H (-2.6060, 0.9067, 4.8729)
C (-1.2469, 0.9778, 3.2189)
C (-1.0725, 2.3288, 5.3983)
O (-2.7366, 4.6644, 7.6717)
H (-1.9959, 3.8160, 9.7774)
H (-0.5571, 0.2278, 3.6293)
C (-2.1828, 0.2753, 2.1609)
H (-0.4146, 1.5896, 5.8666)
O (-2.9206, 3.6286, 10.0670)
H (-0.6478, 1.7289, 2.6846)
C (-1.9839, 1.6606, 4.3676)
O (-3.4019, 0.4429, 2.3188)

Charges computed using Mulliken, reported in e: 0.24 0.33 0.30 -0.75 -0.04 0.25 -0.57 -1.15 -0.43 0.25 0.20 0.45 0.30 -0.80 0.17 -0.07 -0.69

=====

Record 4
Below is a structure of composition C5H11O2, with properties calculated with wB97M-V/def2-TZVPD.

As for the net charge: -1. The calculation puts the HOMO-LUMO gap at 0.26750 Ha. The energy above the lowest of the compared OMol25 structures with the same formula, charge and spin is 86.83 kcal per mole.

Cartesian coordinates (Å):
H (4.2885, -1.3398, 0.0911)
H (-1.3434, 0.4290, 1.7563)
H (-1.0313, 1.9774, 1.2366)
H (-4.0008, 1.9066, -1.2684)
H (-0.6443, -0.4353, -1.1047)
O (3.6994, -1.9856, 0.4398)
H (-2.4957, 1.3772, -1.9393)
C (-2.6602, 1.1647, 0.2428)
O (1.4205, -1.3737, -0.5097)
H (0.8329, -0.5523, 1.2809)
H (2.5926, -1.7171, -0.0478)
C (-0.3397, 0.3286, -0.2621)
H (-3.4577, 0.8097, 0.9293)
C (1.0555, -0.2566, 0.2267)
C (-3.0420, 1.5928, -0.9921)
H (1.7824, 0.5276, 0.0700)
C (-1.2471, 0.9451, 0.8472)
H (-0.0815, 1.2435, -0.8197)

Charges computed using Mulliken, reported in e: 0.21 0.44 0.29 0.30 0.31 -0.87 0.22 -0.23 -0.76 0.16 0.38 -0.51 0.28 -0.28 -0.72 0.18 -0.57 0.17

=====

Record 5
Below is an isolated molecule of C4H6N4O, with properties calculated with wB97M-V/def2-TZVPD.

As for the net charge: 0. The calculation puts the HOMO-LUMO gap at 0.33500 Ha. The energy above the lowest of the compared OMol25 structures with the same formula, charge and spin is 90.33 kcal per mole.

Cartesian coordinates (Å):
H (1.4203, 0.0292, -3.4708)
H (0.3993, -1.4752, 2.3807)
N (-0.4244, -1.1251, 1.8947)
C (0.1604, 1.4979, -0.4215)
H (0.3487, 2.0498, -1.3128)
C (-0.1596, 1.2239, 1.6450)
N (0.4255, -1.1177, -2.2681)
N (-0.0469, 2.1694, 0.7218)
C (-0.2920, -1.0072, -1.1426)
C (-0.0517, 0.1795, -0.2869)
O (0.8617, 0.1718, -2.6877)
N (-0.3385, -0.0235, 1.0653)
H (-0.2775, 1.0968, 2.8026)
H (-0.9064, -1.7816, -0.6578)
H (-1.1190, -1.8881, 1.7382)

Charges computed using Mulliken, reported in e: 0.34 0.20 -0.79 -0.19 0.46 0.00 -0.42 -0.67 -0.15 0.49 -0.34 0.29 0.30 0.26 0.23

=====

Record 6
Below is a cluster of 2 separate species, C9H14 in total, with properties calculated with wB97M-V/def2-TZVPD.

As for the net charge: 0. The calculation puts the HOMO-LUMO gap at 0.36680 Ha. The energy above the lowest of the compared OMol25 structures with the same formula, charge and spin is 17.95 kcal per mole.

Cartesian coordinates (Å):
C (-2.1106, 0.7288, 0.8860)
C (-1.3292, 1.3777, -0.0510)
H (-0.9224, 3.3981, -0.7135)
H (-0.6666, -2.3380, 0.8062)
H (-2.3296, 2.6226, -1.5023)
H (0.5836, 1.3934, -0.9317)
H (-2.5246, 3.1406, 0.0899)
C (0.0469, -0.5858, -0.2248)
H (-2.4615, -0.9620, 2.0510)
H (-2.8620, 1.2960, 1.4210)
H (0.9464, -1.0510, -0.5934)
H (3.2180, -2.5467, -1.5903)
C (3.0373, -1.3459, 0.2908)
H (4.0346, -1.3400, 0.7433)
H (4.2566, -1.2284, -1.5014)
H (2.5867, -0.4049, 0.5788)
H (2.6643, -0.8733, -1.8662)
C (-0.8082, -1.2785, 0.6361)
C (3.2395, -1.5269, -1.2110)
C (-0.1920, 0.7268, -0.5681)
C (-1.7646, 2.7241, -0.5721)
H (2.5818, -2.2177, 0.7514)
C (-1.8251, -0.5936, 1.2545)

Charges computed using Mulliken, reported in e: -0.57 0.92 0.33 0.39 0.29 0.27 0.34 -0.12 0.36 0.28 0.39 0.26 -0.95 0.35 0.37 0.34 0.33 -0.78 -0.90 -0.52 -1.32 0.28 -0.36